Record 1
{
  "formula": "C2H2Cl3NO",
  "method": "ωB97M-V/def2-TZVPD",
  "de_lowest_kj_mol": 372.2,
  "smiles": "C=C(Cl)Cl.O=NCl",
  "homo_lumo_gap_ev": 8.46,
  "species": ["C", "C", "Cl", "Cl", "H", "H", "O", "N", "Cl"],
  "positions_angstrom": [[3.14543, 0.33156, -1.26231], [2.32958, -0.57933, -0.76423], [0.73223, -0.50382, -1.17344], [2.73001, -1.60832, 0.42315], [2.95348, 1.05206, -2.13047], [4.10892, 0.35413, -0.74938], [1.73745, 3.06398, -0.11186], [2.40037, 2.16542, 0.33792], [1.28813, 1.35034, 1.41181]],
  "atomic_forces_ev_per_a": [[1.4625, 0.8601, -0.9321], [0.2983, 2.3118, -1.7913], [-2.5910, -0.5157, -0.9526], [0.8759, -2.0891, 2.1894], [0.0021, -1.3210, 1.6249], [0.0448, 0.1744, -0.6806], [2.9657, -1.4225, -0.2103], [-2.7988, 3.5698, -1.0111], [-0.2594, -1.5678, 1.7638]],
  "mulliken_charge": [-0.58, 0.31, -0.13, -0.12, 0.31, 0.25, -0.24, 0.28, -0.08]
}

***

Record 2
{
  "formula": "C2H2Cl3NS",
  "method": "ωB97M-V/def2-TZVPD",
  "de_lowest_kj_mol": 116.4,
  "homo_lumo_gap_ev": 7.04,
  "species": ["C", "C", "N", "S", "Cl", "Cl", "Cl", "H", "H"],
  "positions_angstrom": [[0.19413, -0.65152, -0.17094], [-0.96461, 0.21308, -0.33215], [1.24549, -0.12649, 0.33578], [0.16508, -2.10426, -1.00413], [-0.76640, 1.52265, 1.70681], [-0.51488, 1.49565, -1.42876], [-2.59287, -0.43055, -0.37527], [1.10532, 0.69263, 0.80036], [2.12874, -0.61119, 0.46830]],
  "atomic_forces_ev_per_a": [[-0.3368, -3.4741, -1.8349], [-1.3453, 2.0673, 0.9090], [2.4587, -1.3722, 0.1870], [-0.2828, 0.6188, 0.5802], [-0.5371, -1.0770, -1.4491], [-0.9745, -0.4401, 0.1035], [1.7002, 0.8849, 0.0866], [-0.1173, 2.8853, 1.8110], [-0.5649, -0.0930, -0.3932]],
  "mulliken_charge": [0.45, 0.03, -0.21, -0.25, -0.36, 0.00, -0.01, 0.09, 0.26]
}

***

Record 3
{
  "formula": "C2H2Cl3O4",
  "method": "ωB97M-V/def2-TZVPD",
  "multiplicity": 2,
  "homo_lumo_gap_ev": [10.61, 9.65],
  "species": ["C", "C", "O", "O", "O", "Cl", "Cl", "O", "Cl", "H", "H"],
  "positions_angstrom": [[-1.25427, -0.46781, 0.74399], [0.18931, -0.21646, 0.14733], [0.54782, 1.08792, 0.43791], [1.97188, 1.31696, -0.16698], [2.44903, 2.35104, 0.23203], [1.30812, -1.36836, 0.91996], [0.13149, -0.49749, -1.59173], [-1.67337, -1.74701, 0.49811], [-2.33445, 0.77623, 0.05584], [-1.16077, -0.28826, 1.82987], [-2.59295, -1.72453, 0.16184]],
  "atomic_forces_ev_per_a": [[0.9648, 0.8788, 0.6276], [-0.3954, 0.1810, 0.1562], [-0.3897, -0.2862, 0.2345], [0.1233, -0.6850, -0.4677], [-0.1089, 0.4416, 0.3355], [-0.0222, -0.0865, 0.0213], [0.1825, -0.1546, -0.4050], [-0.7959, -0.1800, -0.4823], [-0.1505, -0.1930, 0.2022], [-0.1686, 0.1125, -0.4295], [0.7606, -0.0285, 0.2071]],
  "mulliken_spin": [0.00, 0.01, -0.07, 0.38, 0.68, 0.00, 0.00, 0.00, 0.00, 0.00, 0.00]
}

***

Record 4
{
  "formula": "C2H2Cl3P",
  "method": "ωB97M-V/def2-TZVPD",
  "de_lowest_kj_mol": 61.9,
  "smiles": "C=C(Cl)P(Cl)Cl",
  "homo_lumo_gap_ev": 10.07,
  "species": ["C", "C", "Cl", "P", "Cl", "Cl", "H", "H"],
  "positions_angstrom": [[-0.85366, -0.87488, 0.41252], [0.34176, -0.33446, 0.26559], [1.58516, -1.13512, 1.16249], [1.16664, 1.06142, -0.59935], [0.17839, 0.78788, -2.29231], [0.11845, 2.61420, 0.10898], [-1.57975, -0.29529, -0.12246], [-0.95699, -1.82376, 1.06454]],
  "atomic_forces_ev_per_a": [[0.3466, -0.3584, 0.3141], [0.7075, -0.7979, 1.2080], [1.2023, -0.4374, 0.5551], [0.3854, -0.6585, 0.5462], [-0.6383, -0.1066, -1.9116], [-0.4996, 0.9520, 0.6553], [-1.1749, -0.5197, 0.0113], [-0.3289, 1.9265, -1.3785]],
  "mulliken_charge": [-0.46, 0.33, -0.26, 0.29, -0.19, -0.18, 0.24, 0.23]
}

***

Record 5
{
  "formula": "C2H2ClN",
  "method": "ωB97M-V/def2-TZVPD",
  "de_lowest_kj_mol": 123.0,
  "multiplicity": 3,
  "homo_lumo_gap_ev": [7.52, 8.07],
  "species": ["C", "C", "N", "Cl", "H", "H"],
  "positions_angstrom": [[-1.76334, 0.34454, -0.00532], [-0.34209, 0.19439, 0.02008], [-1.09670, 1.55490, -0.03162], [-3.25378, -0.18690, 0.02392], [0.26685, -0.21020, 0.87982], [0.06810, 0.04620, -1.05539]],
  "atomic_forces_ev_per_a": [[1.4071, -2.1564, 0.1495], [-0.7653, 0.0692, -1.3133], [2.4079, 1.8833, 0.2620], [-2.3377, -0.8266, 0.1033], [-0.6052, 0.8382, -0.9629], [-0.1069, 0.1923, 1.7613]],
  "mulliken_spin": [0.75, -0.05, 0.94, 0.18, 0.06, 0.11]
}

***

Record 6
{
  "formula": "C2H2ClN3O",
  "method": "ωB97M-V/def2-TZVPD",
  "de_lowest_kj_mol": 363.0,
  "homo_lumo_gap_ev": 8.40,
  "species": ["C", "C", "N", "N", "N", "O", "Cl", "H", "H"],
  "positions_angstrom": [[-0.31372, 1.67876, -0.80107], [0.39724, -0.57238, 0.37162], [-0.90375, 2.62611, -0.65638], [-0.92149, -0.94807, 0.52986], [0.80165, -0.07225, -0.94527], [1.24372, -0.91509, 1.18594], [2.43688, 0.23699, -0.96449], [-1.70383, -0.57574, -0.06629], [-1.03671, -1.45834, 1.34608]],
  "atomic_forces_ev_per_a": [[4.0971, -5.9320, -0.6635], [0.2365, -2.0614, 1.7164], [-1.9383, 2.9670, 0.3776], [0.5646, 2.4843, -3.3015], [-2.4587, 2.9358, 0.3955], [-1.0224, 0.7728, -1.0860], [-0.0868, 0.4182, -0.1880], [1.3809, -0.7403, 1.2113], [-0.7729, -0.8444, 1.5382]],
  "mulliken_charge": [0.09, 0.63, -0.29, -0.37, -0.09, -0.53, 0.07, 0.25, 0.23]
}

***

Record 7
{
  "formula": "C2H2ClNO",
  "method": "ωB97M-V/def2-TZVPD",
  "de_lowest_kj_mol": 419.0,
  "smiles": "C#CN=O.Cl",
  "homo_lumo_gap_ev": [8.18, 8.18],
  "species": ["C", "C", "N", "O", "H", "Cl", "H"],
  "positions_angstrom": [[1.86725, 0.70245, 0.93280], [0.73641, 0.84657, 0.45591], [-0.34644, 0.87473, -0.26299], [-0.96315, 1.96733, -0.30648], [2.56648, 0.72878, 1.71583], [-2.04768, -2.77184, -0.69572], [-1.81287, -2.34802, -1.83936]],
  "atomic_forces_ev_per_a": [[-3.6184, 0.2302, -0.5603], [4.8725, -0.0613, 2.0562], [-3.4595, 1.9868, -1.8296], [1.2280, -2.1404, 0.2384], [0.9708, -0.0286, 0.0765], [-0.2482, -0.4667, 1.2122], [0.2549, 0.4800, -1.1934]],
  "mulliken_charge": [-0.41, 0.41, -0.08, -0.26, 0.35, -0.23, 0.23]
}

***

Record 8
{
  "formula": "C2H2ClNO",
  "method": "ωB97M-V/def2-TZVPD",
  "de_lowest_kj_mol": 111.5,
  "multiplicity": 3,
  "homo_lumo_gap_ev": [8.30, 8.40],
  "species": ["C", "C", "N", "O", "Cl", "H", "H"],
  "positions_angstrom": [[-1.85648, -0.93253, 0.32592], [-1.13363, 0.27230, 0.31425], [-2.40920, -1.90676, 0.14641], [0.06567, -0.33050, -1.13602], [-1.80040, 1.62818, -0.43606], [-0.36343, 0.32232, 1.20778], [0.54957, -1.08848, -0.75207]],
  "atomic_forces_ev_per_a": [[1.3112, 3.1509, -0.2044], [0.0152, -0.2214, 4.7363], [-1.4895, -2.9296, -0.2523], [1.8214, -0.9611, -2.0865], [-0.0450, 0.4492, 0.0555], [-1.6683, 0.5701, -2.1496], [0.0549, -0.0581, -0.0990]],
  "mulliken_spin": [-0.08, 0.74, 0.25, 1.10, 0.05, -0.02, -0.03]
}

***

Record 9
{
  "formula": "C2H2ClNO2",
  "method": "ωB97M-V/def2-TZVPD",
  "de_lowest_kj_mol": 497.0,
  "smiles": "C#[N+][O-].O=CCl",
  "homo_lumo_gap_ev": [9.40, 9.40],
  "species": ["C", "N", "O", "H", "O", "C", "Cl", "H"],
  "positions_angstrom": [[1.06559, 0.25427, 0.09268], [0.86521, 1.34424, 0.41040], [0.28235, 2.35325, 0.10969], [1.62780, -0.59355, 0.54144], [-0.86543, -1.97259, 0.39948], [-0.85752, -0.96277, -0.25757], [-2.04371, 0.21073, -0.56666], [-0.07430, -0.63357, -0.72947]],
  "atomic_forces_ev_per_a": [[4.6307, -4.6612, 2.4409], [-2.4827, 3.6338, -2.4762], [0.3300, 1.5004, 1.6892], [-0.7212, 0.7611, -0.7147], [-0.7385, 1.4324, -0.5535], [-3.7172, -4.1026, 2.8940], [-1.4870, 0.4552, 0.2568], [4.1858, 0.9810, -3.5366]],
  "mulliken_charge": [-0.32, 0.46, -0.50, 0.34, -0.43, 0.33, -0.11, 0.22]
}

***

Record 10
{
  "formula": "C2H2ClNO2",
  "method": "ωB97M-V/def2-TZVPD",
  "de_lowest_kj_mol": 595.4,
  "smiles": "O=C/C(Cl)=[NH+]/[O-]",
  "homo_lumo_gap_ev": [8.54, 7.95],
  "species": ["O", "C", "C", "Cl", "N", "O", "H", "H"],
  "positions_angstrom": [[1.40703, -0.82303, 0.13950], [0.53824, -0.67280, -0.72819], [-0.48922, 0.12089, -0.42323], [-1.45689, 1.57950, -1.47866], [-0.47110, 0.23831, 1.05366], [-0.80621, 1.28608, 1.70145], [0.78028, -1.38696, -1.78215], [0.49788, -0.34199, 1.51762]],
  "atomic_forces_ev_per_a": [[0.7817, -0.8816, 0.0162], [4.7566, -4.5800, -4.2305], [-4.8369, 5.1130, 3.7903], [2.0236, -3.4509, 2.2889], [1.7948, 3.1956, -0.7476], [-0.0751, -2.8584, -1.6352], [-1.3653, 2.4838, 2.6168], [-3.0794, 0.9786, -2.0990]],
  "mulliken_charge": [-0.55, 0.31, -0.02, -0.14, 0.10, -0.38, 0.27, 0.41]
}

***

| no. | maximum force (hartree/bohr) |
| --- | --- |
| 1 | 0.090 |
| 2 | 0.077 |
| 3 | 0.028 |
| 4 | 0.047 |
| 5 | 0.060 |
| 6 | 0.141 |
| 7 | 0.103 |
| 8 | 0.092 |
| 9 | 0.136 |
| 10 | 0.155 |